[1]
ORCA calculation (ωB97M-V/def2-TZVPD) on a 6-piece molecular cluster, C24H32N6 overall at a distorted geometry.

Output
Kohn-Sham gap, Eh: 0.30536
Calculated total energy, eV: -34342.707
Total charge: 0
LUMO level, Eh: 0.0106
F_max, eV Å⁻¹: 3.7
E_HOMO, eV: -8.021
Structure (SMILES): c1cc[nH]c1.c1cc[nH]c1.c1cc[nH]c1.c1cc[nH]c1.c1cc[nH]c1.CCCC#N

Element x y z (Å)
C1 0.19 5.39 1.59
C2 1.22 5.84 2.34
C3 2.39 5.18 1.93
N1 2.04 4.28 1.01
C4 0.70 4.39 0.81
H1 -0.85 5.68 1.61
H2 1.18 6.72 2.96
H3 3.41 5.33 2.24
H4 2.61 3.72 0.40
H5 0.16 3.78 0.10
C5 0.11 -4.14 -7.30
C6 1.04 -4.11 -8.31
C7 2.24 -3.71 -7.67
N2 1.98 -3.65 -6.33
C8 0.64 -3.89 -6.09
H6 -0.90 -4.28 -7.66
H7 0.86 -4.17 -9.37
H8 3.27 -3.58 -7.95
H9 2.69 -3.49 -5.63
H10 0.19 -3.93 -5.11
C9 4.78 -1.57 3.84
C10 5.15 -2.29 2.64
C11 5.06 -3.66 2.95
N3 4.48 -3.71 4.23
C12 4.29 -2.44 4.79
H11 4.86 -0.50 3.93
H12 5.66 -1.97 1.75
H13 5.29 -4.52 2.36
H14 4.35 -4.54 4.78
H15 3.80 -2.27 5.73
C13 -2.91 -0.72 0.63
C14 -2.45 -1.74 -0.27
C15 -1.06 -1.92 0.06
N4 -0.87 -1.30 1.25
C16 -1.82 -0.29 1.44
H16 -3.91 -0.34 0.57
H17 -3.04 -2.20 -1.04
H18 -0.34 -2.68 -0.22
H19 0.01 -1.26 1.75
H20 -1.80 0.39 2.27
C17 -6.84 1.03 8.70
C18 -6.63 -0.31 8.24
C19 -5.33 -0.52 7.70
N5 -4.78 0.69 7.64
C20 -5.62 1.58 8.32
H21 -7.72 1.54 9.07
H22 -7.33 -1.12 8.35
H23 -4.88 -1.41 7.29
H24 -3.92 1.02 7.22
H25 -5.20 2.54 8.57
C21 -1.36 1.61 -5.71
C22 -0.01 2.04 -5.29
C23 1.31 2.04 -6.19
C24 2.55 2.43 -5.50
N6 3.53 2.66 -4.98
H26 -1.32 1.20 -6.72
H27 -2.11 2.40 -5.81
H28 -1.86 0.90 -5.05
H29 0.04 1.23 -4.55
H30 -0.07 2.92 -4.65
H31 1.31 2.68 -7.07
H32 1.53 1.04 -6.57

=====

[2]
ORCA calculation (ωB97M-V/def2-TZVPD) on C24H32N8OTl as an isolated structure.

Output
Kohn-Sham gap (alpha / beta), Eh: 0.16207 / 0.18150
Calculated total energy, eV: -44042.170
Total charge: +3
LUMO level (alpha / beta), Eh: -0.4333 / -0.4139
F_max, eV Å⁻¹: 0.9
E_HOMO (alpha / beta), eV: -16.202 / -16.202

Element x y z (Å)
Tl1 0.48 -0.38 -0.23
N1 -1.27 -2.98 2.69
C1 -0.58 -1.94 3.27
C2 -0.49 -1.98 4.68
C3 0.11 -0.93 5.34
C4 0.62 0.12 4.58
C5 0.55 0.03 3.19
N2 -0.04 -0.96 2.53
C6 -1.64 -3.34 1.42
C7 -2.43 -4.50 1.33
C8 -2.84 -4.93 0.08
C9 -2.45 -4.20 -1.03
C10 -1.66 -3.06 -0.83
N3 -1.25 -2.62 0.35
H1 -1.61 -3.64 3.39
H2 -0.89 -2.82 5.23
H3 0.19 -0.92 6.42
H4 1.08 0.97 5.06
H5 1.01 0.79 2.57
H6 -2.72 -5.04 2.22
H7 -3.44 -5.82 -0.02
H8 -2.74 -4.50 -2.02
H9 -1.34 -2.47 -1.69
O1 0.79 -0.23 -3.01
C11 2.15 -0.18 -3.51
C12 2.82 -1.54 -3.51
C13 3.00 -2.17 -2.12
C14 3.87 -1.33 -1.22
C15 5.24 -1.53 -1.15
C16 6.01 -0.68 -0.38
C17 5.40 0.37 0.29
C18 4.03 0.50 0.18
N4 3.28 -0.33 -0.54
H10 0.27 -0.75 -3.64
H11 2.67 0.52 -2.86
H12 2.15 0.24 -4.52
H13 3.80 -1.43 -3.98
H14 2.25 -2.23 -4.13
H15 3.45 -3.16 -2.24
H16 2.03 -2.32 -1.64
H17 5.69 -2.35 -1.69
H18 7.08 -0.82 -0.31
H19 5.97 1.08 0.88
H20 3.51 1.31 0.68
C19 -2.44 2.01 0.67
N5 -3.32 3.16 0.66
C20 -2.54 4.39 0.79
N6 -1.59 4.48 -0.34
C21 -0.69 3.32 -0.31
N7 -1.45 2.06 -0.44
C22 -2.20 2.15 -1.70
N8 -3.07 3.34 -1.67
C23 -4.07 3.23 -0.59
C24 -2.30 4.59 -1.61
H21 -3.04 1.10 0.56
H22 -1.91 1.97 1.62
H23 -1.98 4.36 1.72
H24 -3.19 5.26 0.79
H25 -0.15 3.32 0.63
H26 0.02 3.40 -1.14
H27 -2.81 1.26 -1.82
H28 -1.50 2.23 -2.54
H29 -4.66 2.33 -0.72
H30 -4.72 4.10 -0.60
H31 -2.96 5.45 -1.62
H32 -1.60 4.65 -2.44

=====

[3]
ORCA calculation (ωB97M-V/def2-TZVPD) on C24H33As2BCsO7 as an isolated structure at a distorted geometry.

Output
Kohn-Sham gap, Eh: 0.18225
Calculated total energy, eV: -162659.257
Total charge: -1
LUMO level, Eh: 0.0704
F_max, eV Å⁻¹: 2.9
E_HOMO, eV: -3.044

Element x y z (Å)
Cs1 2.46 0.09 -0.17
O1 5.98 3.42 -1.44
C1 5.41 2.25 -1.10
O2 4.71 1.64 -1.86
C2 5.77 1.85 0.31
O3 4.95 0.81 0.74
C3 5.24 0.36 2.06
C4 4.23 -0.73 2.55
O4 4.46 -1.14 3.69
O5 3.33 -1.08 1.75
H1 5.69 3.62 -2.33
H2 5.68 2.74 0.95
H3 6.83 1.56 0.32
H4 5.20 1.19 2.77
H5 6.24 -0.07 2.11
C5 -1.31 -2.53 -1.69
As1 0.10 -2.22 -0.34
C6 -1.08 -1.81 1.17
C7 0.47 -4.11 0.10
C8 -0.56 -5.02 0.34
C9 -0.30 -6.34 0.64
C10 1.02 -6.78 0.71
C11 2.05 -5.88 0.48
C12 1.80 -4.54 0.18
As2 3.26 -3.26 -0.16
C13 4.10 -4.31 -1.63
C14 4.49 -3.85 1.25
H6 -2.09 -3.21 -1.36
H7 -0.85 -2.92 -2.60
H8 -1.74 -1.55 -1.92
H9 -1.87 -2.55 1.29
H10 -1.51 -0.83 0.98
H11 -0.48 -1.76 2.07
H12 -1.60 -4.69 0.30
H13 -1.11 -7.04 0.83
H14 1.24 -7.81 0.94
H15 3.07 -6.24 0.54
H16 4.29 -5.35 -1.36
H17 5.05 -3.84 -1.89
H18 3.45 -4.28 -2.50
H19 4.64 -4.93 1.27
H20 4.12 -3.51 2.21
H21 5.46 -3.36 1.08
C15 -6.23 4.80 0.76
C16 -5.73 4.17 -0.55
C17 -6.03 5.12 -1.72
C18 -6.51 2.88 -0.78
C19 -4.22 3.93 -0.45
C20 -3.37 5.02 -0.25
C21 -1.98 4.88 -0.13
C22 -1.46 3.60 -0.21
O6 -0.17 3.18 -0.12
B1 -0.15 1.73 -0.26
O7 -1.55 1.38 -0.46
C23 -2.30 2.51 -0.42
C24 -3.66 2.65 -0.54
H22 -7.32 4.96 0.72
H23 -5.76 5.77 0.94
H24 -6.00 4.15 1.60
H25 -7.11 5.28 -1.81
H26 -5.66 4.69 -2.65
H27 -5.56 6.09 -1.58
H28 -7.58 3.10 -0.84
H29 -6.36 2.18 0.05
H30 -6.21 2.40 -1.71
H31 -3.78 6.02 -0.19
H32 -1.35 5.74 0.02
H33 -4.27 1.77 -0.69

=====

[4]
ORCA calculation (ωB97M-V/def2-TZVPD) on C24H33AuN5O6PSSbSe4 as an isolated structure at a distorted geometry.

Output
Kohn-Sham gap (alpha / beta), Eh: 0.22619 / 0.15433
Calculated total energy, eV: -336890.446
Total charge: +1
LUMO level (alpha / beta), Eh: -0.1228 / -0.1882
F_max, eV Å⁻¹: 3.4
E_HOMO (alpha / beta), eV: -9.496 / -9.319
2S+1: 3

Element x y z (Å)
Au1 -5.48 -2.51 17.38
C1 -8.81 -1.70 16.61
C2 -8.47 -2.75 17.62
N1 -7.27 -3.20 18.03
C3 -7.44 -4.32 18.82
C4 -8.73 -4.65 18.92
N2 -9.40 -3.60 18.22
C5 -10.83 -3.33 18.56
N3 -11.03 -2.07 19.33
N4 -10.66 -0.81 18.77
N5 -11.05 0.10 19.60
C6 -11.38 -0.48 20.83
C7 -11.69 0.18 22.01
C8 -11.96 -0.68 23.09
C9 -12.00 -2.09 22.93
C10 -11.74 -2.71 21.72
C11 -11.39 -1.88 20.65
H1 -8.14 -0.82 16.70
H2 -9.85 -1.33 16.75
H3 -8.78 -2.06 15.54
H4 -6.52 -4.80 19.21
H5 -9.28 -5.45 19.41
H6 -11.13 -4.16 19.17
H7 -11.36 -3.21 17.60
H8 -11.63 1.28 22.15
H9 -12.11 -0.27 24.09
H10 -12.11 -2.69 23.85
H11 -11.61 -3.83 21.65
C12 -1.59 -0.92 20.03
C13 -2.71 -0.68 19.04
O1 -3.97 -0.87 19.73
P1 -5.41 -1.06 19.18
O2 -5.94 0.33 18.71
C14 -6.96 1.19 19.28
C15 -6.51 2.62 19.00
O3 -6.22 -1.37 20.50
C16 -5.91 -2.39 21.51
C17 -6.97 -2.34 22.59
H12 -0.60 -1.19 19.56
H13 -1.83 -1.72 20.77
H14 -1.40 -0.03 20.66
H15 -2.64 -1.38 18.22
H16 -2.70 0.38 18.75
H17 -6.94 1.02 20.39
H18 -7.94 0.79 18.90
H19 -5.45 2.76 18.94
H20 -6.95 3.23 19.82
H21 -6.99 3.01 18.04
H22 -4.91 -2.17 21.86
H23 -5.85 -3.39 21.02
H24 -7.06 -1.36 23.02
H25 -6.71 -3.03 23.35
H26 -7.93 -2.69 22.14
C18 2.30 -2.06 14.84
C19 0.83 -2.31 14.77
C20 0.26 -3.47 14.18
C21 -1.11 -3.62 14.10
C22 -1.90 -2.69 14.73
C23 -1.44 -1.47 15.22
C24 -0.06 -1.36 15.32
S1 -3.66 -2.98 14.76
O4 -4.39 -2.15 13.81
O5 -3.92 -4.41 14.74
O6 -3.81 -2.43 16.19
H27 2.90 -3.00 14.99
H28 2.48 -1.47 15.70
H29 2.70 -1.62 13.99
H30 0.92 -4.24 13.75
H31 -1.56 -4.31 13.41
H32 -2.18 -0.71 15.47
H33 0.36 -0.46 15.77
Se1 -2.19 -6.36 19.46
Sb1 -1.20 -8.68 18.46
Se2 -2.84 -10.09 19.75
Se3 -2.55 -7.98 16.19
Se4 -3.17 -5.92 17.29